w:
Computed, not measured: a molecular structure, C5H7N3, with ωB97M-V with the def2-TZVPD basis set.

ORCA input file:
```
! RIJCOSX wB97M-V def2-TZVPD def2/J DEFGRID3
* xyz 0 1
C 2.532 0.300 -0.176
C 1.051 0.002 0.045
C -0.439 -1.427 0.359
C -1.000 1.446 0.025
C 0.128 1.106 0.530
H 2.840 -0.493 -1.251
H 3.001 0.248 0.760
H 2.635 1.586 -0.388
H -0.616 -2.358 0.983
H -2.670 0.615 -0.814
H -1.320 2.561 0.032
H 0.761 1.671 1.207
N 0.798 -1.275 -0.356
N -1.651 -0.936 0.186
N -1.755 0.440 -0.575
*
```

Its HOMO energy is -8.376 eV.

x:
Computed, not measured: C5H7N3 in the gas phase, with ωB97M-V with the def2-TZVPD basis set.

ORCA input file:
```
! RIJCOSX wB97M-V def2-TZVPD def2/J DEFGRID3
* xyz 0 1
C -0.737 -0.279 0.106
C -0.335 1.088 0.088
C 0.960 1.145 -0.038
C 1.510 -0.135 0.090
C 0.507 -1.056 0.060
H -2.634 1.152 -0.066
H -3.687 -0.181 0.359
H -0.852 2.074 0.009
H 1.665 1.923 -0.086
H 3.333 -1.260 -0.437
H 3.464 0.209 0.821
H 0.492 -2.125 0.135
N -2.903 0.107 -0.177
N -1.955 -0.799 -0.002
N 2.971 -0.218 -0.188
*
```

Its HOMO energy is -8.023 eV.

Verdict on stability: w comes out at the bottom.